Formula: C30H76F6N6O13S2
Source: the Open Molecules 2025 dataset
Level of theory: ωB97M-V/def2-TZVPD

Atoms and positions in Å:
C1 -3.811 -4.302 0.384
C2 -3.601 -4.446 -1.142
C3 -2.243 -4.992 -1.505
O1 -2.136 -6.288 -0.937
C4 -0.785 -6.725 -0.899
N1 -4.777 -5.278 -1.678
H1 -5.273 -5.795 -0.949
H2 -5.480 -4.762 -2.218
H3 -4.475 -5.966 -2.380
H4 -4.740 -3.735 0.478
H5 -3.031 -3.689 0.826
H6 -3.880 -5.248 0.916
H7 -3.661 -3.490 -1.662
H8 -1.592 -4.314 -0.939
H9 -1.985 -5.019 -2.567
H10 -0.724 -7.491 -0.118
H11 -0.156 -5.928 -0.491
H12 -0.320 -7.231 -1.747
C5 1.941 5.364 7.355
O2 2.039 4.480 6.211
C6 2.467 3.214 6.596
C7 2.535 2.364 5.353
N2 3.552 2.951 4.389
H13 3.406 3.949 4.202
H14 4.433 2.954 4.912
C8 3.744 2.227 3.085
C9 2.488 2.189 2.217
O3 1.848 3.446 2.351
C10 1.942 4.221 1.162
H15 2.938 5.501 7.777
H16 1.244 4.956 8.083
H17 1.622 6.324 6.964
H18 1.811 2.718 7.325
H19 3.430 3.206 7.131
H20 1.635 2.357 4.740
H21 2.854 1.338 5.533
H22 4.050 1.240 3.438
H23 4.583 2.615 2.512
H24 1.837 1.385 2.579
H25 2.584 1.848 1.185
H26 1.606 3.645 0.297
H27 2.945 4.637 1.019
H28 1.334 5.126 1.126
C11 -3.131 1.048 5.390
O4 -3.969 0.212 4.623
C12 -3.235 -0.628 3.783
C13 -4.176 -1.405 2.889
N3 -4.901 -0.335 2.058
H29 -5.078 0.508 2.620
H30 -4.246 -0.022 1.319
C14 -6.198 -0.741 1.404
C15 -6.822 0.551 0.900
O5 -6.958 1.458 1.963
C16 -7.262 2.743 1.446
H31 -3.707 1.862 5.839
H32 -2.499 1.634 4.712
H33 -2.628 0.562 6.227
H34 -2.579 -1.263 4.392
H35 -2.491 -0.176 3.111
H36 -5.042 -1.840 3.384
H37 -3.681 -2.005 2.133
H38 -6.836 -1.169 2.174
H39 -6.064 -1.409 0.558
H40 -7.847 0.258 0.617
H41 -6.425 0.865 -0.071
H42 -6.631 3.070 0.614
H43 -7.339 3.510 2.212
H44 -8.246 2.815 0.956
C17 7.865 -6.447 -1.410
O6 6.985 -5.461 -1.982
C18 7.415 -4.780 -3.135
C19 6.326 -3.787 -3.428
N4 5.032 -4.618 -3.563
H45 5.224 -5.216 -4.370
H46 5.079 -5.266 -2.760
C20 3.737 -3.861 -3.684
C21 3.217 -3.365 -2.329
O7 3.162 -4.377 -1.398
C22 2.465 -4.118 -0.178
H47 8.853 -6.185 -1.794
H48 7.563 -7.415 -1.813
H49 7.837 -6.497 -0.326
H50 7.666 -5.418 -3.988
H51 8.322 -4.233 -2.860
H52 6.415 -3.322 -4.406
H53 6.109 -3.138 -2.584
H54 3.074 -4.624 -4.099
H55 3.770 -3.087 -4.447
H56 2.246 -2.920 -2.573
H57 3.911 -2.544 -2.100
H58 2.337 -5.112 0.245
H59 1.514 -3.620 -0.362
H60 3.062 -3.567 0.552
C23 -1.923 5.441 -3.220
O8 -1.431 4.395 -4.035
C24 -1.620 3.098 -3.551
C25 -0.880 2.200 -4.547
N5 0.473 2.767 -4.782
H61 0.734 2.502 -5.732
H62 0.446 3.800 -4.809
C26 1.534 2.514 -3.757
C27 2.775 3.370 -4.101
O9 2.451 4.663 -4.443
C28 3.493 5.430 -5.001
H63 -2.771 5.935 -3.701
H64 -1.179 6.240 -3.172
H65 -2.196 5.188 -2.196
H66 -2.667 2.807 -3.449
H67 -1.121 2.942 -2.590
H68 -1.388 2.176 -5.511
H69 -0.835 1.162 -4.223
H70 1.933 1.512 -3.880
H71 1.109 2.789 -2.796
H72 3.334 2.766 -4.831
H73 3.428 3.366 -3.216
H74 4.451 5.198 -4.525
H75 3.263 6.491 -4.975
H76 3.657 5.197 -6.062
C29 -0.131 -0.281 0.189
F1 -0.123 -0.076 1.497
F2 0.646 0.537 -0.476
F3 0.351 -1.517 0.025
S1 -1.921 -0.179 -0.474
O10 -1.779 0.247 -1.845
O11 -2.454 -1.512 -0.296
N6 -2.631 0.844 0.585
S2 -2.646 2.284 0.051
O12 -1.326 2.804 -0.247
O13 -3.698 2.588 -0.896
C30 -3.155 3.228 1.618
F4 -4.170 2.668 2.248
F5 -2.100 3.237 2.447
F6 -3.321 4.497 1.300

Output
Lowest unoccupied orbital energy: -7.64 eV
Energy relative to the best compared isomer or geometry (same formula, charge and spin): 0.0 kcal per mole
Molar mass: 907.09 g mol⁻¹
DFT total energy: -105836.024 eV
Orbital gap: 9.4 eV
Charge: +4

Formula: C9H12O6
Source: the Open Molecules 2025 dataset
Level of theory: ωB97M-V/def2-TZVPD

Atoms and positions in Å:
C1 0.364 -1.988 -0.850
C2 -0.921 -1.661 -0.964
C3 1.414 -1.125 -0.333
C4 1.187 0.175 -0.191
C5 -1.516 -0.475 1.132
C6 -1.494 -0.379 -0.428
C7 -0.576 0.775 -0.816
C8 -2.521 0.399 1.821
C9 3.239 1.139 0.478
O1 -0.765 -1.201 1.724
O2 2.635 -1.696 -0.012
O3 -2.795 -0.193 -0.935
O4 -0.518 0.899 -2.181
O5 -0.796 1.962 -0.152
O6 1.861 1.282 0.178
H1 0.687 -2.969 -1.174
H2 -1.656 -2.333 -1.374
H3 -2.644 0.051 2.843
H4 -3.473 0.390 1.297
H5 -2.128 1.415 1.829
H6 3.391 0.430 1.291
H7 3.588 2.127 0.775
H8 3.786 0.807 -0.406
H9 2.536 -2.654 -0.020
H10 -2.936 0.746 -1.090
H11 -0.002 1.676 -2.432
H12 0.055 2.402 -0.013

Output
Lowest unoccupied orbital energy: 0.50 eV
Energy relative to the best compared isomer or geometry (same formula, charge and spin): 30.1 kcal per mole
Molar mass: 216.19 g mol⁻¹
DFT total energy: -21809.415 eV
Orbital gap: 8.2 eV

Formula: C3H8NO2
Source: the Open Molecules 2025 dataset
Level of theory: ωB97M-V/def2-TZVPD

Atoms and positions in Å:
C1 0.083 1.001 -1.178
C2 0.882 -0.650 0.207
C3 -0.498 -0.409 0.831
N1 -1.007 0.795 -0.179
O1 2.002 -0.221 0.738
O2 -1.311 -1.418 0.903
H1 0.653 2.028 -1.085
H2 -0.053 0.550 -2.158
H3 0.969 -1.591 -0.492
H4 -0.515 0.185 1.870
H5 -1.036 1.596 0.355
H6 -1.949 0.639 -0.456
H7 2.753 -0.339 0.249
H8 -0.973 -2.167 0.392

Output
Lowest unoccupied orbital energy (alpha / beta): -4.57 / -4.58 eV
Energy relative to the best compared isomer or geometry (same formula, charge and spin): 120.9 kcal per mole
Molar mass: 90.10 g mol⁻¹
DFT total energy: -8814.709 eV
Orbital gap (alpha / beta): 8.3 / 8.3 eV
Charge: +1